(1)
ORCA calculation (wB97M-V/def2-TZVPD) on C28H40BrLuN5OS2 as an isolated structure.

For the total energy, the calculation gives -6045.90190 hartree. The value obtained for the gap between HOMO and LUMO is 6.89 eV. The total charge is -1. Its spin multiplicity is 1. The value obtained for the strongest force on any atom is 3.2 eV/A. The calculation puts the energy above the lowest of the compared OMol25 structures with the same formula, charge and spin at 77.9 kcal per mole.

Geometry (Å):
Lu: 12.03828 8.84065 14.58351
C: 9.06024 5.76384 13.07698
N: 8.83644 7.17798 12.74928
C: 8.39226 7.46103 11.36786
C: 9.23765 8.39337 10.42244
N: 10.56093 7.97035 10.33648
C: 11.53795 8.98437 9.78280
C: 10.83069 6.64942 9.81190
C: 10.46172 6.25994 8.54145
C: 10.83778 5.02545 8.04433
C: 11.71002 4.25703 8.76887
C: 12.14035 4.67794 10.00003
C: 11.74450 5.87976 10.61846
S: 12.28295 6.30004 12.21855
C: 8.80330 8.09294 13.63110
C: 8.67078 7.86723 15.11865
C: 7.20007 8.17746 15.22304
C: 6.69400 9.19782 14.54744
C: 7.53246 10.04506 13.67735
C: 8.73038 9.49157 13.31286
S: 10.26293 10.25248 12.85757
H: 9.53742 5.32825 12.21871
H: 8.06293 5.29954 13.25681
H: 9.76320 5.71316 13.94763
H: 7.36846 7.91675 11.40953
H: 8.30615 6.50917 10.93036
H: 9.17306 9.41974 10.89397
H: 8.65266 8.28791 9.43938
H: 11.15920 9.35626 8.79373
H: 12.50759 8.47988 9.69591
H: 11.55517 9.83115 10.51606
H: 9.82273 6.94466 7.97339
H: 10.51739 4.82375 7.03104
H: 12.06283 3.24878 8.52528
H: 12.83976 4.08749 10.54233
H: 8.88532 6.85772 15.44011
H: 6.64278 7.49170 15.73256
H: 5.61239 9.33378 14.58171
H: 7.53334 11.15569 13.61210
N: 12.07802 6.59879 15.74367
C: 13.11918 5.57758 15.46787
C: 14.40422 6.28454 15.17715
N: 14.24256 7.44034 14.29770
H: 12.35804 6.98089 16.68245
H: 11.11313 6.19874 15.71848
H: 12.74321 5.06678 14.62534
H: 13.30728 4.87820 16.23059
H: 15.10171 5.60323 14.71876
H: 14.75417 6.62008 16.21039
H: 14.08205 7.17299 13.30312
H: 14.81694 8.18040 14.59498
O: 16.64126 12.34803 13.58545
C: 15.55459 11.60688 13.36730
C: 15.52333 10.66296 12.29072
C: 14.43618 9.81824 12.15039
N: 13.38588 9.86491 13.01004
C: 13.37623 10.67607 14.13019
Br: 13.79437 9.01307 17.11071
C: 14.45252 11.61638 14.24575
H: 17.35790 11.95935 12.98742
H: 16.37339 10.51940 11.65394
H: 14.43331 9.06574 11.36913
H: 14.43179 12.35785 15.05570
C: 10.37986 10.13458 17.88983
C: 9.50245 8.93273 17.41097
C: 10.00351 7.68894 18.03227
C: 8.07802 9.18371 17.91838
C: 9.66560 8.84953 15.87610
H: 10.60227 10.00700 18.95528
H: 9.83349 11.05789 17.77247
H: 11.33348 10.18770 17.38103
H: 9.69437 7.63924 19.07904
H: 11.09307 7.73804 18.01750
H: 9.75544 6.77645 17.51718
H: 8.16324 9.45473 18.98520
H: 7.47958 8.28845 17.77764
H: 7.55831 9.96550 17.33838
H: 9.38047 9.81476 15.55217


(2)
ORCA calculation (wB97M-V/def2-TZVPD) on C28H40ClFeN4O3PS2 as an isolated structure.

For the total energy, the calculation gives -4397.49577 hartree. The value obtained for the gap between HOMO and LUMO (spin up / spin down) is 6.26 / 6.23 eV. Its spin multiplicity is 5. The value obtained for the strongest force on any atom is 1.2 eV/A.

Geometry (Å):
Fe: -0.12271 -0.51221 -0.10765
Cl: 4.58078 -0.01449 5.53254
C: 3.27002 -0.15608 4.38443
C: 1.94849 -0.28162 4.84735
C: 0.91220 -0.39941 3.96402
C: 1.13111 -0.38849 2.56206
O: 0.14039 -0.50287 1.75726
C: 2.47344 -0.27027 2.11188
C: 2.83699 -0.29694 0.72853
N: 2.02413 -0.33013 -0.25407
C: 2.48886 -0.39928 -1.59387
C: 3.78725 -0.35780 -2.00327
C: 4.14064 -0.50477 -3.36661
C: 3.19065 -0.70459 -4.31533
C: 1.82793 -0.72859 -3.93947
C: 0.78872 -0.96473 -4.86388
C: -0.49784 -0.97444 -4.43889
C: -0.76400 -0.71244 -3.07867
N: 0.15842 -0.48704 -2.19100
C: 1.47232 -0.53288 -2.58956
C: 3.52442 -0.15596 3.04921
H: 1.75796 -0.29261 5.91554
H: -0.10667 -0.52415 4.30914
H: 3.91564 -0.29957 0.53787
H: 4.57615 -0.21867 -1.27452
H: 5.18554 -0.47413 -3.65128
H: 3.46081 -0.85044 -5.35698
H: 1.03379 -1.15144 -5.90417
H: -1.31610 -1.17897 -5.11686
H: -1.78428 -0.69278 -2.71284
H: 4.54826 -0.06082 2.69907
C: -2.73163 0.10020 1.73860
N: -2.49570 0.12370 0.28870
C: -3.46351 -0.77665 -0.35386
C: -2.66259 1.47906 -0.22867
C: -1.59802 2.42391 0.28258
N: -0.25780 2.02855 -0.14810
C: 0.74990 2.60342 0.74223
C: -0.00414 2.48870 -1.51361
H: -3.72438 0.52289 1.96521
H: -1.96678 0.66254 2.26848
H: -2.67802 -0.92653 2.08669
H: -4.49729 -0.48120 -0.11721
H: -3.29483 -1.79661 -0.00055
H: -3.35072 -0.74895 -1.43958
H: -3.64674 1.88078 0.05184
H: -2.63462 1.43485 -1.32205
H: -1.61628 2.43626 1.37085
H: -1.83062 3.44362 -0.05303
H: 0.69827 3.70218 0.75071
H: 1.74582 2.30733 0.41196
H: 0.60060 2.23428 1.75701
H: -0.06572 3.58454 -1.58158
H: -0.72446 2.05891 -2.20883
H: 0.99409 2.17817 -1.82762
C: -0.87864 -6.09721 -2.04732
C: -1.75267 -6.07242 -0.80865
C: -3.02764 -5.26879 -1.00017
O: -0.96685 -5.65623 0.33401
P: -0.74579 -4.19352 0.96400
S: -2.24398 -3.57949 2.04476
S: -0.11629 -2.98660 -0.53194
O: 0.44743 -4.54646 1.95800
C: 1.68630 -5.26470 1.76112
C: 1.43755 -6.74644 1.97059
C: 2.37748 -4.97349 0.44270
H: -1.41547 -6.59957 -2.85827
H: 0.04724 -6.64467 -1.85209
H: -0.62343 -5.08235 -2.35806
H: -2.02113 -7.09542 -0.55552
H: -2.79126 -4.22964 -1.24599
H: -3.63923 -5.27584 -0.09850
H: -3.59600 -5.70607 -1.82696
H: 2.30744 -4.89193 2.57226
H: 0.80481 -7.14091 1.17422
H: 0.93910 -6.91889 2.92617
H: 2.39098 -7.28285 1.96855
H: 1.78327 -5.33215 -0.40159
H: 3.34275 -5.48824 0.43732
H: 2.54163 -3.90440 0.30536


(3)
ORCA calculation (wB97M-V/def2-TZVPD) on C28H40HgNO13 as an isolated structure.

For the total energy, the calculation gives -2276.68679 hartree. The value obtained for the gap between HOMO and LUMO is 5.21 eV. The total charge is +1. Its spin multiplicity is 1. The value obtained for the strongest force on any atom is 6.2 eV/A.

Geometry (Å):
Hg: -1.19490 -2.85581 -3.04948
C: -0.28246 -0.33063 0.77873
C: 0.47615 -0.39146 -0.62151
O: -0.08866 -1.34003 -1.51390
H: 0.20144 0.23712 1.57347
H: -0.46530 -1.31024 1.22037
H: -1.27788 0.09621 0.65607
H: 1.50308 -0.60872 -0.32773
H: 0.29257 0.58188 -1.07650
C: 3.06849 0.94923 3.29237
C: 3.91145 0.22650 4.19034
C: 4.04630 0.57882 5.50095
C: 3.41439 1.73868 6.00872
C: 2.65023 2.53499 5.10968
C: 2.46280 2.05655 3.78472
N: 3.42786 1.98009 7.46174
O: 2.75632 2.90052 7.79541
O: 4.34690 1.54655 8.15739
H: 2.92322 0.48636 2.32746
H: 4.36792 -0.74499 4.07107
H: 4.68554 -0.09239 6.05525
H: 2.29515 3.48915 5.47010
H: 1.96477 2.60932 3.00190
O: -3.12108 -2.14703 -1.88922
C: -4.01780 -1.26264 -1.68281
O: -5.25702 -1.69495 -1.62323
C: -6.14365 -0.81766 -0.93444
C: -5.47523 0.56145 -0.99870
C: -4.01015 0.15448 -1.15234
H: -6.36796 -1.07957 0.09957
H: -7.05458 -0.67374 -1.51546
H: -5.66132 1.19026 -0.12803
H: -5.80139 1.02570 -1.92939
H: -3.37489 0.23504 -0.27027
H: -3.37170 0.76791 -1.78810
O: -2.60884 6.19327 2.74612
C: -2.12024 5.11865 2.98711
O: -1.04476 5.04316 3.72289
C: -0.60067 3.68683 3.73687
C: -1.43209 2.87329 2.68323
C: -2.73226 3.67768 2.50795
H: -0.63136 3.31047 4.75937
H: 0.47928 3.78598 3.62750
H: -1.67307 1.84890 2.96721
H: -0.94450 2.87236 1.70837
H: -3.52810 3.52243 3.23640
H: -3.11608 3.62510 1.48912
O: -2.55919 4.82402 -0.74351
C: -2.11453 3.94254 -1.58194
O: -2.97248 3.27831 -2.35714
C: -2.26221 2.61431 -3.41631
C: -0.83786 3.07755 -3.43562
C: -0.68011 3.63074 -1.96589
H: -2.81064 2.80702 -4.33836
H: -2.39470 1.54820 -3.23199
H: -0.72799 3.78400 -4.25839
H: -0.24196 2.17424 -3.56618
H: -0.13120 4.56019 -1.81446
H: -0.29650 2.90713 -1.24663
O: 0.64018 -2.47320 -4.63010
C: 1.77721 -1.99035 -4.38566
O: 2.24858 -1.15366 -5.25514
C: 3.45245 -0.45200 -4.82801
C: 3.95614 -1.43548 -3.74556
C: 2.70839 -2.21072 -3.18986
H: 3.15719 0.56692 -4.57756
H: 4.32338 -0.22874 -5.44423
H: 4.27435 -0.84067 -2.88938
H: 4.71156 -2.19471 -3.94803
H: 2.25368 -1.95952 -2.23161
H: 2.91640 -3.28054 -3.17143
O: 0.27630 -4.20300 -1.97699
C: 0.63073 -5.23820 -1.40891
O: 0.09820 -6.41776 -1.82333
C: 0.80142 -7.62540 -1.47572
C: 1.83622 -7.06418 -0.49651
C: 1.81025 -5.54154 -0.53051
H: 1.29155 -8.09385 -2.32920
H: 0.15314 -8.35522 -0.99074
H: 2.79036 -7.47932 -0.82111
H: 1.83151 -7.55132 0.47857
H: 2.58854 -4.98076 -1.04810
H: 1.62554 -5.10040 0.44897